The following is a DFT calculation (ωB97M-V/def2-TZVPD) of a 4-piece molecular cluster, C41H64F10N2O7 overall at a distorted geometry.

Values from the calculation:
2S+1: 1
Structure (SMILES): C#CC[C@](C#N)(CCO)[C@@](C#N)(CCCCCCCCCCCCCCCCCC)[C@H](C)F.CCOC(=O)C(F)(F)F.CCOC(=O)C(F)(F)F.CCOC(=O)C(F)(F)F
HOMO energy (eV): -10.151
ΔE to the lowest compared entry with this formula, charge and spin (kcal per mole): 198.3
Orbital gap (eV): 10.59
Charge: 0

XYZ file:
```
124
C41H64F10N2O7 (ωB97M-V/def2-TZVPD)
C -2.283 4.025 2.083
C -1.044 3.667 1.837
C 0.345 3.044 1.250
C 0.149 1.479 0.766
C -1.393 1.415 0.231
N -2.426 0.992 -0.258
C 0.383 0.589 2.103
C -0.999 0.340 2.952
O -1.723 -0.840 2.514
C 1.237 1.240 -0.404
C 2.641 1.872 0.163
N 3.647 2.348 0.684
C 1.565 -0.305 -0.743
C 0.308 -1.310 -0.705
C 0.936 -2.811 -0.465
C -0.174 -3.980 -0.590
C -0.078 -4.944 0.703
C -0.992 -4.503 1.959
C -2.476 -3.995 1.582
C -3.326 -5.114 0.790
C -4.900 -4.672 0.918
C -5.682 -4.698 -0.499
C -5.407 -3.303 -1.276
C -6.774 -2.579 -1.778
C -6.737 -0.954 -1.618
C -8.131 -0.436 -0.962
C -7.969 0.037 0.595
C -7.912 1.654 0.661
C -6.708 2.232 1.597
C -5.245 1.646 1.193
C 0.939 2.041 -1.781
C 0.005 1.250 -2.844
F 2.256 2.242 -2.450
H -3.410 4.203 2.203
H 1.125 3.108 2.112
H 0.652 3.743 0.394
H 1.122 1.051 2.854
H 0.782 -0.481 1.882
H -1.700 1.250 2.948
H -0.704 0.157 4.064
H -2.431 -0.595 1.867
H 2.377 -0.685 -0.012
H 2.029 -0.344 -1.807
H -0.430 -1.150 0.158
H -0.244 -1.354 -1.722
H 1.718 -2.948 -1.318
H 1.535 -2.815 0.518
H -1.230 -3.599 -0.836
H 0.148 -4.632 -1.504
H 1.029 -4.885 1.070
H -0.237 -6.062 0.416
H -0.475 -3.739 2.673
H -1.133 -5.463 2.611
H -2.374 -3.012 0.963
H -3.035 -3.686 2.555
H -2.992 -5.275 -0.302
H -3.172 -6.121 1.343
H -5.398 -5.312 1.733
H -4.919 -3.575 1.305
H -6.822 -4.755 -0.295
H -5.365 -5.631 -1.102
H -4.740 -3.540 -2.182
H -4.836 -2.543 -0.611
H -6.870 -2.817 -2.912
H -7.675 -2.976 -1.168
H -6.656 -0.509 -2.680
H -5.797 -0.633 -1.027
H -8.499 0.484 -1.572
H -8.990 -1.212 -1.035
H -7.102 -0.491 1.145
H -8.951 -0.296 1.121
H -7.756 2.136 -0.382
H -8.905 2.040 1.128
H -6.861 2.021 2.719
H -6.695 3.375 1.455
H -5.266 0.583 0.761
H -4.497 1.653 2.082
H -4.809 2.352 0.398
H 0.491 3.088 -1.642
H 0.636 0.575 -3.544
H -0.526 2.043 -3.496
H -0.852 0.633 -2.353
C 4.712 0.437 4.055
C 5.356 -0.407 2.972
O 5.349 -1.794 3.340
C 4.196 -2.452 3.096
O 3.219 -1.935 2.606
C 4.323 -3.924 3.479
F 4.924 -4.100 4.679
F 5.058 -4.618 2.579
F 3.128 -4.549 3.560
H 5.196 0.258 5.019
H 4.787 1.499 3.813
H 3.656 0.183 4.177
H 6.397 -0.117 2.855
H 4.870 -0.258 2.003
C 11.703 1.470 -0.745
C 11.381 0.246 0.090
O 10.648 0.615 1.269
C 9.314 0.787 1.110
O 8.734 0.657 0.058
C 8.655 1.123 2.446
F 9.349 2.046 3.151
F 8.550 0.035 3.245
F 7.405 1.617 2.304
H 12.227 2.218 -0.143
H 12.329 1.202 -1.599
H 10.792 1.943 -1.118
H 12.309 -0.221 0.430
H 10.837 -0.506 -0.489
C 1.286 5.325 -3.600
C 0.850 4.405 -4.723
O -0.051 5.085 -5.611
C 0.524 5.870 -6.554
O 1.716 6.024 -6.673
C -0.541 6.486 -7.458
F -1.595 6.972 -6.763
F -1.044 5.584 -8.332
F -0.070 7.512 -8.197
H 0.416 5.737 -3.080
H 1.906 4.786 -2.879
H 1.858 6.173 -3.984
H 0.305 3.556 -4.305
H 1.706 3.999 -5.268
```